H22O11 | ωB97M-V with the def2-TZVPD basis set

Atoms and positions in Å:
O: 0.866 -2.373 2.841
H: 0.145 -1.806 2.541
H: 0.434 -3.219 3.009
O: 1.945 2.411 -0.187
H: 2.687 2.951 -0.494
H: 1.825 2.649 0.742
O: -0.322 0.499 0.633
H: 0.539 0.903 0.442
H: -0.800 0.502 -0.215
O: 4.206 0.225 0.003
H: 3.318 -0.191 0.014
H: 4.248 0.679 -0.849
O: -2.855 0.708 -1.255
H: -3.185 -0.165 -1.527
H: -3.123 1.321 -1.952
O: -1.679 0.947 3.271
H: -1.198 0.718 4.076
H: -1.004 1.185 2.618
O: -0.452 -1.580 -2.867
H: -0.890 -1.969 -3.635
H: -0.408 -0.634 -3.061
O: -1.735 -2.020 1.034
H: -1.148 -1.242 1.025
H: -2.627 -1.636 1.047
O: -3.881 -0.027 1.439
H: -3.529 0.428 0.653
H: -3.516 0.455 2.199
O: 2.788 1.388 -2.578
H: 2.244 1.288 -3.367
H: 2.173 1.316 -1.821
O: 1.826 -1.144 -0.921
H: 0.885 -1.333 -1.061
H: 2.225 -1.230 -1.798

Kohn-Sham gap	10.05	eV
maximum force	0.7	eV Å⁻¹
HOMO energy	-10.53	eV
energy	-840.8355	hartree
SMILES	O.O.O.O.O.O.O.O.O.O.O